{
  "formula": "C72H169NO33",
  "method": "ωB97M-V with the def2-TZVPD basis set",
  "symbols": ["C", "C", "N", "C", "C", "C", "C", "H", "H", "H", "H", "H", "H", "H", "H", "H", "H", "H", "H", "H", "H", "H", "C", "O", "C", "C", "O", "C", "C", "O", "C", "H", "H", "H", "H", "H", "H", "H", "H", "H", "H", "H", "H", "H", "H", "C", "O", "C", "C", "O", "C", "C", "O", "C", "H", "H", "H", "H", "H", "H", "H", "H", "H", "H", "H", "H", "H", "H", "C", "O", "C", "C", "O", "C", "C", "O", "C", "H", "H", "H", "H", "H", "H", "H", "H", "H", "H", "H", "H", "H", "H", "C", "O", "C", "C", "O", "C", "C", "O", "C", "H", "H", "H", "H", "H", "H", "H", "H", "H", "H", "H", "H", "H", "H", "C", "O", "C", "C", "O", "C", "C", "O", "C", "H", "H", "H", "H", "H", "H", "H", "H", "H", "H", "H", "H", "H", "H", "C", "O", "C", "C", "O", "C", "C", "O", "C", "H", "H", "H", "H", "H", "H", "H", "H", "H", "H", "H", "H", "H", "H", "C", "O", "C", "C", "O", "C", "C", "O", "C", "H", "H", "H", "H", "H", "H", "H", "H", "H", "H", "H", "H", "H", "H", "C", "O", "C", "C", "O", "C", "C", "O", "C", "H", "H", "H", "H", "H", "H", "H", "H", "H", "H", "H", "H", "H", "H", "C", "O", "C", "C", "O", "C", "C", "O", "C", "H", "H", "H", "H", "H", "H", "H", "H", "H", "H", "H", "H", "H", "H", "C", "O", "C", "C", "O", "C", "C", "O", "C", "H", "H", "H", "H", "H", "H", "H", "H", "H", "H", "H", "H", "H", "H", "C", "O", "C", "C", "O", "C", "C", "O", "C", "H", "H", "H", "H", "H", "H", "H", "H", "H", "H", "H", "H", "H", "H"],
  "xyz": [[-4.52102, 4.99120, 1.25385], [-3.01704, 4.76124, 1.29507], [-2.57143, 4.31320, 2.61539], [-3.33268, 3.20207, 3.18374], [-3.15326, 1.92967, 2.41379], [-1.10513, 4.06128, 2.65444], [-0.33639, 5.39438, 2.82237], [-4.71039, 5.39372, 2.20629], [-5.13122, 4.10515, 1.10214], [-4.64038, 5.72424, 0.48379], [-2.74486, 4.01098, 0.50846], [-2.46800, 5.64579, 0.95421], [-3.11924, 3.05652, 4.24274], [-4.40086, 3.36299, 3.07362], [-4.05619, 1.27375, 2.57693], [-3.14577, 2.08551, 1.34947], [-2.21924, 1.36007, 2.61510], [-0.75010, 3.47703, 1.78585], [-0.91671, 3.39395, 3.52675], [-0.71479, 5.92137, 3.74243], [-0.55625, 6.14936, 2.04367], [0.70211, 5.25554, 2.81191], [-3.85083, 0.33948, -2.99602], [-2.99656, 1.15957, -2.19777], [-1.79371, 0.51737, -1.84817], [-1.02873, 1.35388, -0.82399], [0.10752, 0.64079, -0.36639], [-0.08469, 0.03655, 0.86314], [0.94614, -0.90632, 1.26673], [0.82692, -2.12381, 0.51020], [1.76265, -3.12199, 0.90014], [-3.28394, -0.20855, -3.74873], [-4.54977, 1.02496, -3.48473], [-4.42254, -0.28412, -2.30365], [-1.18813, 0.40732, -2.72245], [-1.97107, -0.44945, -1.36600], [-1.69029, 1.59611, 0.03171], [-0.62832, 2.28817, -1.12910], [-1.05318, -0.50415, 0.95196], [-0.18843, 0.81126, 1.68496], [0.80357, -1.11943, 2.31189], [1.99242, -0.46202, 1.09316], [1.61219, -3.41870, 1.91333], [2.79432, -2.90107, 0.64013], [1.47663, -3.97107, 0.29039], [0.12926, -5.56517, -2.56129], [0.39856, -5.46010, -1.19255], [-0.75564, -5.16467, -0.41195], [-1.63996, -3.96340, -0.88796], [-2.44024, -4.22796, -2.02619], [-3.39622, -3.16800, -2.32610], [-4.62353, -3.12482, -1.43294], [-4.42195, -2.39195, -0.21108], [-5.65477, -2.19661, 0.52526], [-0.39077, -4.62122, -3.02793], [-0.57402, -6.41970, -2.77882], [1.07361, -5.78490, -3.05760], [-0.44355, -4.96902, 0.65022], [-1.42140, -6.04601, -0.44991], [-1.06745, -3.04316, -1.10668], [-2.30360, -3.75484, -0.09843], [-3.77645, -3.39519, -3.31477], [-3.00409, -2.19806, -2.28114], [-5.06903, -4.09816, -1.30695], [-5.32832, -2.50365, -2.00367], [-6.18267, -3.13466, 0.83514], [-6.39862, -1.65373, -0.09673], [-5.35716, -1.63960, 1.44123], [-5.04721, 9.69384, 2.79337], [-4.76177, 9.14497, 1.47895], [-3.40859, 8.72464, 1.37691], [-2.94962, 8.52899, -0.02834], [-3.56116, 7.40040, -0.56983], [-4.55006, 7.62268, -1.51408], [-5.09527, 6.35519, -2.13508], [-4.10041, 5.80578, -2.96798], [-4.49692, 4.54097, -3.46447], [-6.13545, 9.90406, 2.74522], [-4.49541, 10.60890, 3.00218], [-4.89072, 9.09058, 3.70224], [-3.21076, 7.77642, 2.00056], [-2.76693, 9.46023, 1.85396], [-1.84561, 8.48425, -0.12204], [-3.20980, 9.42155, -0.62952], [-4.20120, 8.28968, -2.33088], [-5.35241, 8.12683, -1.02540], [-5.93434, 6.65857, -2.74720], [-5.37238, 5.59692, -1.44382], [-4.20944, 3.69800, -2.85415], [-3.99546, 4.34664, -4.39594], [-5.59623, 4.44600, -3.64370], [-1.67527, -2.68736, 2.75210], [-0.52690, -3.52324, 2.71846], [-0.52745, -4.28640, 3.92060], [0.86603, -4.78573, 4.17889], [1.61322, -3.68275, 4.49715], [3.03117, -3.67953, 4.19104], [3.81935, -4.09688, 5.40844], [3.57850, -5.43050, 5.60663], [4.57209, -6.07394, 6.28781], [-1.67585, -2.17552, 1.78820], [-1.50408, -1.87697, 3.51365], [-2.59718, -3.20733, 2.94248], [-1.17030, -5.16122, 3.89415], [-0.80255, -3.65719, 4.77712], [1.16974, -5.37380, 3.30919], [0.82273, -5.50656, 4.99888], [3.31524, -2.69483, 3.84689], [3.21788, -4.42780, 3.44596], [3.61793, -3.40305, 6.25093], [4.77907, -3.84684, 5.09309], [4.73971, -5.72472, 7.30905], [5.48861, -5.96915, 5.71089], [4.28529, -7.12940, 6.34680], [-6.88830, -1.66863, -4.33449], [-5.93095, -2.65860, -4.45039], [-6.01968, -3.32833, -5.69375], [-4.99852, -4.43577, -5.69916], [-5.56536, -5.58052, -6.36901], [-5.04944, -6.84498, -6.01858], [-5.79696, -7.94444, -6.66274], [-5.34617, -9.14771, -6.04650], [-6.08324, -10.30827, -6.31569], [-6.44572, -0.80760, -3.83398], [-7.79606, -2.08278, -3.72219], [-7.20965, -1.23634, -5.33025], [-5.88955, -2.67246, -6.58808], [-6.98622, -3.80162, -5.79112], [-4.85559, -4.74786, -4.66772], [-4.13782, -4.02868, -6.19782], [-5.16067, -6.92699, -4.94160], [-4.00340, -6.90209, -6.30594], [-5.60253, -7.93204, -7.71229], [-6.91835, -7.78058, -6.55909], [-5.94373, -10.94141, -5.44189], [-5.78837, -10.80158, -7.23620], [-7.14114, -10.15225, -6.38271], [11.10614, 1.42185, 4.74261], [11.52621, 1.81116, 3.45687], [10.44967, 2.26970, 2.63589], [9.64896, 1.09070, 2.11671], [8.78564, 1.64450, 1.19671], [8.18146, 0.59929, 0.39426], [7.17026, 1.15694, -0.52596], [5.83751, 1.00873, -0.00900], [4.82587, 1.44089, -0.91963], [10.37262, 2.09631, 5.11367], [11.90170, 1.36776, 5.45423], [10.70971, 0.38699, 4.79988], [10.86701, 2.85072, 1.79226], [9.77262, 2.96717, 3.20061], [9.02532, 0.69617, 2.92386], [10.37994, 0.40015, 1.73276], [7.62333, -0.13558, 1.01482], [8.94258, 0.00877, -0.16481], [7.23845, 0.65188, -1.50174], [7.34520, 2.24343, -0.71613], [4.76737, 0.69901, -1.66998], [5.14297, 2.35869, -1.45089], [3.89194, 1.56405, -0.28032], [3.66957, -7.69144, 2.67228], [3.08513, -7.92849, 1.44125], [2.68987, -6.77450, 0.67844], [3.84810, -5.94126, 0.21880], [4.33712, -5.03736, 1.23189], [5.38296, -4.35043, 0.74057], [6.00636, -3.35339, 1.69867], [5.14397, -2.26285, 1.88480], [5.56877, -1.29613, 2.82619], [3.04706, -7.01307, 3.20221], [4.64463, -7.22032, 2.69999], [3.60348, -8.59208, 3.23051], [2.06470, -6.02252, 1.27917], [2.11442, -7.17845, -0.16311], [3.66144, -5.40549, -0.73480], [4.69423, -6.62115, 0.01916], [5.14869, -3.74437, -0.18395], [6.19925, -4.99093, 0.37934], [6.96066, -3.08734, 1.19347], [6.23017, -3.83595, 2.66873], [5.02753, -0.35702, 2.60427], [6.66770, -1.22500, 2.79721], [5.38984, -1.69351, 3.83566], [2.86378, 3.66427, 1.46044], [3.84313, 4.03844, 0.48832], [4.91525, 4.76317, 1.01220], [6.00370, 3.84559, 1.60300], [5.59119, 3.43798, 2.88379], [6.53548, 2.52504, 3.38526], [6.16294, 2.25714, 4.84263], [6.72241, 3.22624, 5.61894], [6.39941, 3.04612, 6.94048], [1.95217, 3.23634, 0.98612], [2.66586, 4.58090, 2.11929], [3.27927, 2.83884, 2.03446], [4.63270, 5.51997, 1.81120], [5.29722, 5.26575, 0.17567], [6.96764, 4.31895, 1.66832], [6.17826, 2.96956, 0.97451], [7.53146, 2.90653, 3.22668], [6.46117, 1.55948, 2.73471], [6.47312, 1.21449, 5.06849], [5.10848, 2.29512, 4.93899], [5.34678, 3.18544, 7.16791], [6.96033, 3.76818, 7.54193], [6.66865, 2.02790, 7.26931], [1.56502, -1.54895, -2.50759], [1.42187, -0.77862, -3.76210], [2.05904, 0.43395, -3.54315], [1.92951, 1.30929, -4.77579], [0.62693, 1.83874, -4.90337], [0.27601, 2.81735, -4.03860], [-1.01475, 3.48115, -4.40168], [-1.01948, 4.17301, -5.65841], [-0.05070, 5.12663, -5.67261], [1.05804, -0.99939, -1.69998], [2.59869, -1.79721, -2.25961], [1.09836, -2.50979, -2.60646], [3.07345, 0.28145, -3.24629], [1.55987, 0.95321, -2.70536], [2.11417, 0.68931, -5.67000], [2.61318, 2.11368, -4.88926], [1.06359, 3.51424, -3.79838], [0.00511, 2.34336, -3.06463], [-1.28588, 4.16656, -3.61157], [-1.78602, 2.71868, -4.48280], [0.90379, 4.58529, -5.74259], [-0.06411, 5.70786, -4.73867], [-0.19574, 5.82210, -6.48840], [1.71686, 2.88118, 5.45734], [2.57385, 1.95866, 6.11453], [2.70917, 0.68428, 5.53720], [1.77591, -0.36474, 6.04513], [0.47904, -0.09853, 5.50663], [-0.67010, -0.55066, 6.29224], [-1.88987, 0.07449, 5.74259], [-3.04385, -0.61008, 6.19760], [-4.18492, 0.01033, 5.69864], [1.43944, 2.40349, 4.49955], [2.40981, 3.73308, 5.38781], [0.82528, 3.12657, 6.07669], [3.73066, 0.35388, 5.76798], [2.53774, 0.66764, 4.44673], [1.68823, -0.44460, 7.11939], [2.22871, -1.30262, 5.64870], [-0.42074, -0.29894, 7.30523], [-0.69848, -1.64766, 6.14785], [-1.79756, 0.01208, 4.65364], [-1.85276, 1.14188, 6.10263], [-4.25217, -0.23014, 4.62767], [-4.17210, 1.09093, 5.73880], [-5.12318, -0.33873, 6.17328], [-8.46212, 1.69059, -6.35814], [-7.32045, 1.45390, -7.19134], [-6.33266, 2.23907, -6.64549], [-5.03112, 1.77176, -7.22815], [-4.82562, 0.45478, -6.85812], [-3.64886, 0.03525, -7.50260], [-3.14656, -1.35544, -7.12146], [-2.61763, -1.43502, -5.82537], [-1.31707, -0.82487, -5.77070], [-9.32246, 1.22171, -6.81295], [-8.76251, 2.70204, -6.18406], [-8.29940, 1.15389, -5.41091], [-6.36641, 2.14043, -5.50708], [-6.55747, 3.33155, -6.85365], [-4.23959, 2.48029, -6.87154], [-5.12163, 1.86784, -8.36397], [-2.95849, 0.82135, -7.30276], [-3.87584, 0.00025, -8.56226], [-2.43274, -1.64684, -7.81093], [-4.01583, -2.04097, -7.15708], [-0.78068, -1.18030, -4.94877], [-1.46976, 0.22783, -5.79101], [-0.64042, -0.91334, -6.63246]],
  "forces_ev_per_angstrom": [[1.293, -0.194, -0.516], [0.288, -1.566, -0.701], [0.919, 0.299, 0.386], [-0.103, 0.056, -0.919], [-0.226, -2.253, 0.119], [-0.573, 0.369, 0.608], [-2.415, 0.743, 0.295], [-0.930, 0.852, 1.180], [0.092, -0.102, -0.154], [-0.693, 0.304, -0.224], [-0.080, 0.156, 0.277], [-0.204, 0.059, 0.550], [0.172, 0.234, 0.035], [-0.079, 0.758, 0.391], [1.059, 0.255, 0.047], [-0.129, 0.381, -0.501], [-0.606, 0.283, 0.176], [-0.098, 0.272, -0.088], [0.006, 0.556, -0.357], [0.679, -0.767, -0.548], [-0.022, -0.666, -0.074], [1.500, -0.198, 0.327], [-0.011, 0.848, 0.560], [0.034, 0.285, -0.017], [-0.070, 0.682, 0.843], [-0.662, -0.453, 1.158], [0.274, -0.225, -0.509], [-2.066, 0.941, 1.672], [2.534, -0.985, -1.080], [0.236, 0.871, 0.447], [-0.668, -0.245, -1.324], [-0.172, -0.236, -0.002], [0.079, -0.151, -0.097], [0.030, -0.446, -0.312], [0.592, -0.477, -0.778], [-0.043, -0.185, -0.147], [0.170, -0.226, -0.394], [-0.032, 0.923, -0.940], [0.234, 0.225, -0.572], [0.355, -0.365, -0.691], [0.129, -0.165, 0.723], [-1.170, -0.510, 0.354], [0.237, 0.138, 0.888], [0.208, 0.496, 0.285], [0.112, -0.277, -0.150], [-1.495, 0.472, -1.417], [-0.156, 0.687, 0.538], [-0.872, 0.395, -0.322], [1.226, 0.081, -0.593], [-0.796, 0.327, -0.608], [-0.431, -2.498, 1.023], [-0.284, 1.476, -0.255], [-0.699, -0.818, 0.489], [0.443, -0.154, -0.151], [1.191, -1.618, 0.938], [0.482, 0.648, 0.248], [-0.003, 0.179, -0.044], [-0.181, -0.143, -1.108], [0.110, 0.109, 0.205], [0.271, -0.353, 0.386], [-0.706, 0.382, 1.448], [0.208, 0.132, -0.207], [1.261, 1.344, -0.199], [-0.098, -0.539, 0.437], [-0.210, -0.323, -0.166], [0.771, 0.349, -0.266], [0.482, 0.085, 0.346], [-0.428, -0.234, -0.726], [-1.243, 0.031, -0.677], [0.513, -0.034, 1.265], [0.656, -0.881, 1.860], [-0.220, 0.998, -0.774], [1.014, -1.281, -0.157], [-0.296, 0.317, -0.821], [1.309, 0.773, -0.507], [0.014, -0.599, -0.478], [-0.643, -0.165, -0.438], [0.696, 0.102, 0.158], [0.113, 0.274, -0.435], [0.216, -0.703, -0.740], [-0.511, 0.967, -0.942], [0.227, 0.486, 0.051], [-0.448, -0.413, 0.396], [-0.102, -0.153, 0.236], [0.026, -0.351, 0.223], [-1.015, 0.555, 0.323], [-0.608, -0.004, -0.137], [-0.575, -0.386, 0.978], [0.145, -0.139, 0.883], [0.232, 0.280, -0.616], [0.600, 0.369, 0.104], [1.477, 1.603, -0.334], [-1.180, -0.541, 0.999], [0.805, 0.004, 0.159], [-1.049, -0.936, -0.009], [1.754, 1.417, -0.200], [-1.672, -0.564, 1.210], [-1.727, 1.883, -0.617], [-1.269, 0.015, 0.107], [0.809, -1.284, 0.432], [-0.434, -0.258, -0.008], [-0.362, -0.706, -0.310], [-0.432, -0.352, 0.049], [-0.594, -0.053, -0.308], [-0.174, 0.007, -0.126], [0.551, 0.293, -0.276], [0.076, -0.093, 0.258], [-0.078, 0.260, -0.145], [0.226, -0.191, -0.784], [-0.244, -0.661, 0.093], [2.596, -0.203, -0.242], [-0.072, 0.276, 0.094], [0.520, -0.213, 0.140], [0.215, 0.117, -0.019], [-2.013, 0.724, 0.268], [0.734, -0.240, -0.868], [-0.255, -0.262, -0.374], [-1.036, -1.122, -0.019], [-0.355, 0.802, -0.896], [0.584, 1.385, 0.921], [-1.741, -0.605, 0.225], [-0.176, 0.836, -0.142], [0.218, -0.185, 0.426], [-0.073, -0.076, 0.430], [1.308, 0.939, -1.171], [0.094, -0.746, 0.879], [-0.097, 0.008, 0.826], [-0.590, -0.104, -0.026], [0.600, 0.241, 0.201], [0.999, -0.511, 0.000], [0.324, -0.359, 0.403], [0.381, -0.149, 0.168], [0.198, -0.245, -1.034], [1.114, -0.328, 0.187], [0.210, -0.354, -0.217], [0.334, -0.177, -0.170], [-0.829, 0.527, -0.052], [-0.293, -1.339, -0.215], [-0.050, 0.367, -0.125], [0.139, 0.466, 0.763], [0.156, 1.460, 1.339], [-1.095, -1.149, -2.218], [0.274, -0.392, 0.876], [-1.336, 1.072, -1.248], [0.783, 0.061, 0.228], [0.177, 0.699, 1.486], [-0.809, 0.642, 0.437], [1.014, 0.483, 0.087], [-0.225, 0.370, -0.476], [-0.023, -0.466, 0.389], [0.593, -0.489, -0.294], [0.357, -0.648, 0.201], [0.003, -0.761, -0.420], [0.457, 0.344, 0.107], [-0.125, 0.611, 0.373], [-0.098, 0.006, 0.085], [0.134, -0.574, 0.093], [-0.683, -1.033, -0.907], [-0.444, 0.038, 0.574], [1.137, -0.057, -1.320], [-0.513, 0.788, 0.430], [-0.292, 0.338, -1.642], [-0.463, 0.594, 1.274], [1.374, -0.379, -0.447], [-2.081, -1.121, 0.113], [1.900, 2.073, -1.471], [0.078, -0.557, 0.129], [-0.247, 0.253, -0.471], [0.356, -0.833, 0.008], [-0.714, 0.965, 0.819], [0.570, -0.267, -0.447], [0.481, -0.993, 0.372], [0.281, -1.342, -0.487], [0.149, 0.366, 0.260], [-0.264, 0.011, 0.571], [-0.159, -0.030, -0.207], [-0.318, -0.395, 0.593], [0.064, -0.400, 0.236], [-0.254, 0.336, 0.489], [0.056, 0.073, -0.187], [0.517, -0.475, 0.293], [-0.176, 0.637, -0.277], [-0.382, 0.386, 0.120], [0.196, 0.495, 0.327], [-1.404, -0.037, 0.069], [0.534, -0.565, 1.772], [-1.000, 0.308, -0.460], [0.197, 0.124, -0.012], [-1.479, -1.907, -0.600], [0.902, -1.173, -2.185], [1.032, 0.882, 0.081], [0.369, -0.131, 1.689], [0.532, 0.820, -0.055], [-0.075, -1.453, -0.725], [-0.018, 0.100, 0.607], [-0.005, -0.781, -0.840], [0.825, 0.983, -1.101], [0.557, 0.770, 0.079], [-0.376, 0.001, -0.107], [0.569, 0.171, 0.375], [0.175, 1.267, 1.141], [0.222, 0.360, 0.453], [-1.421, -0.115, -0.067], [-0.457, 0.043, -0.205], [-0.014, -0.125, -0.120], [0.018, 0.139, 0.066], [-0.715, 0.681, -0.687], [0.276, -1.720, 1.361], [-0.771, 1.445, -0.006], [-0.642, -1.140, -0.610], [0.105, -1.163, -2.106], [-0.964, -0.145, 2.610], [-0.332, -0.062, -1.405], [-1.751, -1.289, 0.527], [1.406, 0.559, 0.431], [0.449, -0.220, -0.217], [0.280, 0.567, -0.094], [-0.601, -0.373, -0.421], [1.064, -0.052, 0.055], [0.250, -0.032, 0.015], [-0.329, 0.045, 0.297], [1.049, 0.852, 0.603], [0.589, 0.459, -0.181], [0.301, 0.396, -0.162], [-0.122, 0.367, 0.424], [-0.118, -0.059, 0.004], [0.345, 0.744, -0.202], [0.153, 0.110, -0.018], [0.012, -0.064, -0.352], [0.652, -0.335, 0.229], [-0.022, -0.628, 0.382], [0.161, 0.068, 0.319], [-0.673, -0.697, -0.553], [-0.681, 0.170, -0.029], [2.608, -1.593, -0.938], [-0.038, 1.020, 0.345], [0.681, 0.379, 0.656], [-1.205, -0.453, -1.120], [-0.171, 0.878, 0.179], [-0.956, 0.339, -0.633], [0.485, -0.208, -0.484], [-0.056, 0.049, -0.225], [0.347, 0.406, 0.073], [0.320, 0.153, 0.490], [-0.739, 0.040, 0.249], [-0.420, 0.007, 0.795], [-0.263, 0.281, 0.438], [-0.244, 0.329, -0.099], [-0.542, -0.650, -0.655], [-0.234, 0.031, -0.042], [0.234, 0.489, 0.400], [0.800, -0.063, 0.045], [-0.361, -2.274, -0.416], [-2.098, 0.483, 0.634], [0.582, 1.122, 1.044], [-0.508, 1.748, -0.727], [0.090, -0.619, 0.566], [-0.300, -0.901, -0.181], [-2.601, 0.977, 1.672], [1.142, -0.408, -0.150], [-0.933, 0.461, -1.324], [-0.179, -0.278, -0.349], [0.462, 1.015, 0.012], [-0.035, 0.412, 0.053], [0.458, 0.016, -1.124], [0.577, -0.881, 0.078], [-0.131, -0.654, -0.299], [0.265, -0.093, 1.180], [1.318, 0.354, -0.140], [0.220, 0.086, -0.610], [1.491, -0.698, -1.666], [0.478, 0.267, -0.083], [0.547, -0.310, 1.539], [0.096, 1.151, 0.808], [-0.480, -0.955, -0.375]],
  "lowdin_charge": [-0.065, -0.249, -0.174, -0.257, -0.100, -0.231, -0.071, 0.064, 0.081, 0.035, 0.112, 0.096, 0.107, 0.095, 0.088, 0.043, 0.058, 0.100, 0.109, 0.092, 0.065, 0.011, -0.065, -0.184, -0.180, -0.165, -0.131, -0.252, -0.188, -0.185, -0.072, 0.082, 0.081, 0.083, 0.111, 0.125, 0.102, 0.106, 0.123, 0.134, 0.116, 0.158, 0.058, 0.087, 0.064, -0.123, -0.230, -0.152, -0.179, -0.155, -0.134, -0.190, -0.214, -0.094, 0.114, 0.101, 0.080, 0.119, 0.131, 0.127, 0.090, 0.105, 0.080, 0.130, 0.099, 0.091, 0.085, 0.085, -0.097, -0.175, -0.227, -0.201, -0.148, -0.198, -0.202, -0.162, -0.108, 0.093, 0.077, 0.086, 0.147, 0.114, 0.138, 0.135, 0.142, 0.117, 0.126, 0.103, 0.072, 0.071, 0.098, -0.076, -0.193, -0.193, -0.237, -0.120, -0.140, -0.235, -0.154, -0.121, 0.068, 0.095, 0.092, 0.129, 0.121, 0.115, 0.130, 0.108, 0.106, 0.143, 0.091, 0.092, 0.090, 0.098, -0.131, -0.201, -0.199, -0.149, -0.140, -0.213, -0.208, -0.176, -0.117, 0.065, 0.124, 0.099, 0.127, 0.125, 0.120, 0.113, 0.130, 0.135, 0.117, 0.150, 0.090, 0.084, 0.073, -0.117, -0.172, -0.187, -0.243, -0.141, -0.170, -0.210, -0.230, -0.081, 0.074, 0.076, 0.093, 0.139, 0.125, 0.124, 0.132, 0.119, 0.139, 0.129, 0.138, 0.054, 0.098, 0.112, -0.123, -0.163, -0.167, -0.173, -0.136, -0.282, -0.207, -0.200, -0.102, 0.058, 0.089, 0.085, 0.129, 0.128, 0.137, 0.134, 0.145, 0.128, 0.131, 0.133, 0.097, 0.078, 0.074, -0.085, -0.204, -0.188, -0.181, -0.127, -0.171, -0.232, -0.144, -0.126, 0.089, 0.099, 0.071, 0.146, 0.103, 0.125, 0.095, 0.099, 0.136, 0.131, 0.101, 0.086, 0.094, 0.094, -0.036, -0.168, -0.237, -0.145, -0.110, -0.265, -0.174, -0.168, -0.151, 0.070, 0.091, 0.068, 0.100, 0.119, 0.139, 0.113, 0.128, 0.105, 0.126, 0.123, 0.090, 0.099, 0.090, -0.084, -0.198, -0.232, -0.186, -0.154, -0.158, -0.228, -0.159, -0.127, 0.080, 0.092, 0.094, 0.123, 0.127, 0.125, 0.115, 0.120, 0.128, 0.106, 0.148, 0.077, 0.074, 0.100, -0.103, -0.158, -0.276, -0.237, -0.111, -0.183, -0.185, -0.173, -0.073, 0.084, 0.079, 0.086, 0.131, 0.144, 0.137, 0.154, 0.107, 0.129, 0.099, 0.112, 0.058, 0.063, 0.105],
  "gap_ev": 8.6276,
  "multiplicity": 1,
  "charge": 0
}